{"formula": "C8H9BrN4", "method": "ωB97M-V/def2-TZVPD", "spin_multiplicity": 3, "s2": 2.02, "charge": 0, "e_lumo_ev": [-0.20, -2.40], "gap_ev": [7.14, 7.24], "e_tot_ev": -84438.9040, "elements": ["C", "C", "C", "C", "C", "C", "C", "C", "N", "N", "N", "N", "Br", "H", "H", "H", "H", "H", "H", "H", "H", "H"], "xyz": [[2.381244, 1.463162, -0.357194], [2.520846, -0.570517, -0.170824], [0.588999, -2.409587, 0.338601], [1.917900, -2.719502, 0.201516], [0.254771, -1.041692, 0.342945], [-1.754104, 1.211941, -1.259277], [-2.129788, 1.261127, 1.261856], [-2.236350, 0.572489, -0.064795], [3.240055, 0.480219, -0.451329], [1.109595, 1.129438, -0.062039], [2.883401, -1.843612, -0.110247], [1.194674, -0.190401, 0.120163], [-3.494148, -0.808081, -0.207108], [2.710052, 2.555713, -0.336513], [-0.112340, -3.096759, 0.563196], [2.214451, -3.827345, 0.257351], [-2.503702, 2.005535, -1.379566], [-0.774714, 1.557115, -1.365831], [-1.915896, 0.373937, -2.123008], [-2.859211, 1.980700, 1.649843], [-2.164011, 0.318145, 1.877529], [-1.071723, 1.597985, 1.274732]], "atomic_forces_ev_per_a": [[-1.1, 2.7, 0.8], [0.3, -2.1, 0.3], [-0.1, 4.1, 0.3], [2.3, -1.3, -1.0], [0.3, -3.4, 0.1], [-2.8, -2.7, -3.6], [1.2, -2.7, 0.3], [-0.2, 0.7, 1.6], [1.1, -0.2, -0.2], [0.6, 1.8, 0.4], [-0.7, -1.0, 0.5], [0.9, 1.4, -1.1], [-0.1, -0.1, -0.1], [-0.8, -1.7, -0.5], [-2.1, -2.3, 0.6], [-0.3, 1.8, 0.0], [0.3, 0.4, -0.9], [1.4, 0.6, 0.6], [0.4, 2.3, 1.5], [0.0, 0.0, -0.5], [0.0, 1.3, 0.6], [-0.7, 0.4, 0.4]]}


{"formula": "C8H9BrO2", "method": "ωB97M-V/def2-TZVPD", "e_above_lowest_ev": 2.6274, "charge": 0, "e_lumo_ev": -0.81, "gap_ev": 8.34, "smiles": "CC(=O)[C@@H](Br)CCC=C=C=O", "e_tot_ev": -82575.7026, "elements": ["C", "C", "O", "C", "Br", "C", "C", "C", "C", "C", "O", "H", "H", "H", "H", "H", "H", "H", "H", "H"], "xyz": [[-0.102003, -2.488030, 0.107783], [1.087749, -1.486430, -0.246855], [1.614105, -1.398857, -1.334631], [1.426269, -0.375407, 0.799836], [3.260170, 0.410508, 0.188678], [0.651639, 0.941398, 0.713396], [0.403762, 1.571874, -0.682127], [-1.100697, 1.824601, -0.794629], [-1.970833, 0.929241, -0.410571], [-3.012337, 0.352296, -0.087426], [-3.957672, -0.144541, 0.391511], [0.408774, -3.454269, 0.444451], [-0.736519, -2.677327, -0.796756], [-0.763706, -2.130047, 0.904215], [1.731971, -0.650249, 1.728795], [1.169690, 1.658469, 1.454859], [-0.465604, 0.799716, 1.048850], [0.836823, 0.979615, -1.459099], [0.880471, 2.514228, -0.801837], [-1.362050, 2.823205, -1.168451]], "atomic_forces_ev_per_a": [[1.4, -0.4, -0.5], [-1.3, 0.9, -0.2], [-0.9, -1.0, 0.9], [1.4, 1.8, -4.1], [-0.2, -0.7, 0.4], [-2.1, 0.3, 1.9], [-0.8, 0.2, 1.3], [1.5, 0.3, -0.8], [2.1, 1.3, -1.5], [-3.1, -1.0, 1.8], [0.0, -0.4, -0.4], [-0.9, 1.2, -0.5], [0.9, 0.1, 0.7], [0.4, 0.1, 0.0], [0.1, -1.1, 2.8], [-1.0, -1.0, -1.3], [2.4, -0.2, 0.3], [-0.2, -0.7, -0.7], [0.6, 0.8, 0.2], [-0.3, -0.4, 0.0]]}


{"formula": "C8H9ClN3O", "method": "ωB97M-V/def2-TZVPD", "spin_multiplicity": 3, "e_above_lowest_ev": 0.0000, "s2": 2.05, "charge": 1, "e_lumo_ev": [-2.70, -6.95], "gap_ev": [9.75, 6.53], "e_tot_ev": -27470.9527, "elements": ["C", "C", "C", "C", "C", "C", "C", "C", "N", "N", "N", "O", "Cl", "H", "H", "H", "H", "H", "H", "H", "H", "H"], "xyz": [[-0.456048, -1.872076, -2.458867], [-1.413681, -0.900746, -2.221276], [0.760106, -1.834780, -1.765183], [-1.120033, 0.125563, -1.345056], [1.090763, -0.780058, -0.972727], [0.113867, 0.241263, -0.712574], [-0.603891, 2.061958, 2.612884], [1.243159, 1.694727, 1.046654], [-1.380199, 1.305661, 1.975290], [0.186055, 1.193737, 0.206824], [0.638013, 2.374406, 2.191819], [2.068677, 0.569768, 1.404438], [2.077275, 2.820169, -0.077787], [-0.519308, -2.757910, -3.147291], [-2.344466, -1.166006, -2.483508], [1.470872, -2.498110, -2.008921], [-1.928303, 0.682138, -0.904940], [2.012249, -0.644239, -0.518835], [-0.872575, 2.449095, 3.709679], [-2.144286, 0.767867, 2.495507], [1.145743, 3.212600, 2.496279], [2.883411, 0.556290, 1.924433]], "atomic_forces_ev_per_a": [[1.2, -1.4, -0.5], [2.9, 0.2, 1.5], [-1.7, 2.8, 0.0], [-2.0, -1.0, -0.1], [-1.0, 0.9, -0.3], [0.5, -0.3, 0.4], [0.0, 0.7, 3.0], [0.5, -1.7, -0.3], [-1.4, -1.3, 0.2], [0.4, -0.6, 1.4], [1.2, 0.6, -1.1], [-1.8, 0.4, -0.8], [0.4, 0.3, 0.7], [-0.7, 1.2, 0.7], [-3.4, 0.0, -1.3], [2.4, -2.6, -0.5], [-0.2, 0.6, -0.3], [1.6, -0.2, 0.7], [0.6, -0.6, -2.4], [1.3, 1.2, -1.1], [-0.6, -0.6, 0.1], [-0.2, 1.3, 0.1]]}


{"formula": "C8H9ClO2S2", "method": "ωB97M-V/def2-TZVPD", "e_above_lowest_ev": 2.3405, "charge": 0, "e_lumo_ev": -0.08, "gap_ev": 9.04, "smiles": "CC1=CC(Cl)=C2CCS[C@H]2S1(=O)=O", "e_tot_ev": -46727.5268, "elements": ["C", "C", "C", "C", "Cl", "C", "C", "C", "S", "C", "S", "O", "O", "H", "H", "H", "H", "H", "H", "H", "H", "H"], "xyz": [[-0.588592, 3.175123, -0.361492], [-0.249020, 1.757669, -0.172443], [0.958577, 1.325259, -0.241596], [1.398067, 0.026755, -0.054603], [3.110695, -0.154956, 0.292230], [0.648768, -1.042548, -0.248541], [0.864546, -2.603254, -0.205300], [-0.346600, -3.147309, 0.571330], [-1.802200, -2.250618, -0.246427], [-0.872176, -0.805025, -0.647218], [-1.433307, 0.520323, 0.386694], [-2.659545, 0.966131, -0.157188], [-1.325771, 0.284442, 1.796732], [-1.338103, 3.376418, -1.062729], [0.200797, 3.868424, -0.424812], [-1.040162, 3.553859, 0.548610], [1.748274, 2.052834, -0.406683], [0.787700, -2.990894, -1.254524], [1.859860, -2.903265, 0.109029], [-0.540987, -4.276847, 0.376806], [-0.279013, -2.827985, 1.659569], [-1.106843, -0.500599, -1.587031]], "atomic_forces_ev_per_a": [[-1.2, 0.1, 2.1], [-1.8, 0.2, 0.7], [2.7, 2.2, -0.4], [1.7, -3.1, 0.2], [-0.3, 0.0, 0.1], [-1.9, -2.3, -1.3], [-0.4, 1.2, -1.0], [-0.4, -0.3, 0.0], [0.4, -1.6, 0.7], [2.3, -0.9, 4.2], [0.6, 1.5, -0.2], [-2.1, 0.3, -0.5], [0.4, -0.3, -0.2], [-0.9, 0.0, -1.5], [1.5, 0.3, -0.8], [-0.5, -0.2, 0.6], [0.0, 0.0, -0.3], [0.0, 0.5, 0.7], [-0.1, 0.1, 0.6], [0.4, 2.0, 0.7], [-0.3, -0.8, -1.3], [-0.1, 1.0, -3.0]]}


{"formula": "C8H9I3IrO4SSc", "method": "ωB97M-V/def2-TZVPD", "spin_multiplicity": 5, "e_above_lowest_ev": 1.2902, "s2": 6.03, "charge": 4, "e_lumo_ev": [-17.12, -18.38], "gap_ev": [6.85, 5.67], "e_tot_ev": -75258.8405, "elements": ["I", "I", "Sc", "Ir", "S", "C", "C", "C", "C", "C", "C", "C", "C", "O", "O", "O", "O", "H", "H", "H", "H", "H", "H", "H", "H", "H", "I"], "xyz": [[2.293294, -2.052293, 0.417280], [1.925829, 2.789941, -0.954823], [0.449504, 0.849928, 0.318279], [-0.331001, -1.557382, -0.687291], [1.401781, -0.531252, -1.839095], [-1.889200, -2.231165, -1.519380], [-1.135275, -1.537961, 1.020071], [0.783465, -0.089862, -3.565691], [1.760624, 0.938758, -4.101545], [-0.645342, 0.458524, -3.523825], [0.911554, -1.456952, -4.257654], [-0.978195, 1.808799, 1.933652], [-1.544295, 1.742744, -0.604243], [-1.586893, -1.683006, 2.088751], [-2.854156, -2.723986, -1.940745], [-1.766957, 2.260802, 2.642459], [-2.616795, 2.074794, -0.856059], [1.478455, 1.163196, -5.137149], [2.784196, 0.564767, -4.058785], [1.699060, 1.856219, -3.489548], [-0.944426, 0.562560, -4.586681], [-0.649539, 1.465863, -3.052842], [-1.328835, -0.229506, -2.990756], [0.617994, -1.363436, -5.313952], [0.263275, -2.207442, -3.776649], [1.957761, -1.798060, -4.203094], [1.864715, 0.812607, 2.827917]], "atomic_forces_ev_per_a": [[-0.8, 0.2, -0.2], [0.4, 0.6, -0.1], [0.7, 0.6, 0.2], [4.3, -1.8, 1.5], [-0.7, 0.5, 0.3], [-6.9, -2.0, -2.9], [-3.2, -1.7, 5.4], [-0.5, -0.1, -1.6], [0.2, -0.1, 0.6], [0.4, 0.0, 0.5], [0.1, 0.0, 0.1], [-3.9, 2.2, 3.6], [-4.8, 1.4, -1.3], [2.2, 1.1, -4.7], [4.6, 2.1, 1.9], [3.5, -1.9, -2.9], [4.4, -1.3, 0.9], [0.2, 0.1, 0.1], [0.1, 0.1, -0.3], [0.0, 0.0, -0.4], [-0.1, 0.0, 0.5], [-0.2, -0.5, -0.4], [0.1, 0.5, -0.6], [0.1, 0.0, 0.2], [0.2, 0.2, -0.3], [-0.4, -0.1, -0.2], [0.2, 0.0, 0.2]]}


{"formula": "C8H9INO4S", "method": "ωB97M-V/def2-TZVPD", "e_above_lowest_ev": 4.5263, "charge": 1, "e_lumo_ev": -5.14, "gap_ev": 6.39, "e_tot_ev": -37043.7816, "elements": ["C", "C", "C", "C", "C", "C", "C", "C", "N", "O", "O", "O", "O", "S", "I", "H", "H", "H", "H", "H", "H", "H", "H", "H"], "xyz": [[3.286628, -0.951741, -1.605702], [2.155072, -0.892318, -0.770579], [3.392542, -0.129289, -2.622993], [0.962688, -0.179826, -0.814498], [1.363767, 0.744796, -3.010567], [0.189667, -0.288120, 0.343788], [0.459217, 0.406850, -2.064069], [-1.915317, -0.350293, 1.426899], [-0.845313, 0.668885, -2.321850], [0.706178, -0.591010, 1.559540], [1.266902, -0.032294, 4.285396], [0.299493, 1.620383, 2.700356], [-1.103728, 0.025800, 0.300706], [1.344705, 0.670684, 2.838057], [4.801488, 0.761093, -3.932465], [4.198792, -1.419998, -1.183451], [2.368761, -1.331154, 0.266042], [1.576539, 1.059856, -4.012459], [-3.049663, -0.443576, 1.124085], [-1.688317, 0.447790, 2.153553], [-1.745175, -1.289713, 2.087207], [-1.499117, 0.723649, -1.595212], [-1.041695, 0.938753, -3.380680], [0.591541, 0.011916, 5.046160]], "atomic_forces_ev_per_a": [[1.6, -0.8, 1.2], [0.7, 0.1, 3.0], [-4.1, 3.8, -3.1], [0.4, -1.0, -1.1], [4.7, -2.4, 1.6], [-0.6, 0.7, 3.1], [1.2, 0.8, -1.6], [-2.3, -0.2, 2.5], [-0.1, 0.4, -3.9], [-0.7, -0.5, -1.8], [-0.2, -0.1, -0.3], [0.1, 0.6, 0.1], [1.3, -1.8, -0.2], [-0.8, -0.4, 1.2], [-0.8, -1.1, 1.2], [-0.7, -0.2, -0.3], [-0.5, 0.4, -1.7], [-0.8, 0.3, -0.1], [2.5, 0.7, 0.2], [-1.0, -0.1, -0.3], [0.6, 1.0, -2.1], [-1.1, 0.2, 0.5], [0.1, -0.7, 3.7], [0.7, 0.3, -2.0]]}